Computed, not measured: a cluster of 3 separate species, C16H38N2O11P2 in total, with ωB97M-V with the def2-TZVPD basis set.

CARTESIAN COORDINATES (ANGSTROEM)
C 0.0084 3.5481 10.3485
C -0.0839 2.6915 8.9146
O -1.2781 2.6412 8.3221
N 1.1901 2.0210 8.4742
C 1.0794 0.5322 8.3139
N 1.8476 2.6647 7.4543
C 1.3682 2.3038 6.0739
O 2.3031 2.3365 5.0827
O 0.0014 1.9739 5.6520
H 0.9327 3.2232 11.0059
H -0.9741 3.2304 10.9453
H -0.0809 4.7015 10.1751
H 1.8607 0.0288 7.6060
H 1.2657 0.0565 9.3922
H -0.0495 0.2574 8.0543
H 1.9431 3.6939 7.5963
H -0.5345 2.7809 5.3990
C -5.5600 -0.2811 1.0486
C -4.5260 -0.4414 2.1469
O -3.2177 -0.2093 1.6613
P -2.8131 1.3365 1.2226
O -2.5202 1.8107 2.6672
O -1.1989 1.0337 0.9327
C -0.1891 1.7535 1.6400
C 0.2802 0.9576 2.8491
O -3.1405 0.8066 -0.3914
C -2.3058 1.2698 -1.4486
C -1.2103 0.2667 -1.7961
H -5.6086 0.7559 0.7081
H -6.5521 -0.5698 1.4073
H -5.3044 -0.8960 0.1813
H -4.7370 0.2309 2.9855
H -4.5544 -1.4665 2.5269
H -0.5355 2.7525 1.9156
H 0.6535 1.9000 0.9576
H -0.5456 0.6067 3.4710
H 0.9497 1.5675 3.4796
H 0.8260 0.0710 2.5246
H -1.8911 2.2544 -1.2059
H -2.9480 1.3930 -2.3275
H -0.4591 0.1611 -1.0071
H -0.6734 0.5786 -2.6956
H -1.6276 -0.7314 -1.9511
C 0.6006 -5.1507 -5.1871
C 0.8721 -3.9733 -4.2700
O 1.6362 -2.9772 -4.9221
P 0.9180 -2.1223 -6.1464
O 0.1739 -1.1440 -5.2048
O 2.1663 -1.0409 -6.3786
C 1.9400 0.3632 -6.2545
C 2.3082 0.8375 -4.8562
O 1.7494 -3.2154 -7.1985
C 2.3019 -2.7139 -8.4118
C 3.7859 -2.3883 -8.2750
H -0.0445 -4.8561 -6.0181
H 0.1065 -5.9595 -4.6411
H 1.5311 -5.5309 -5.6174
H -0.0635 -3.5416 -3.8984
H 1.4494 -4.3112 -3.4048
H 0.9118 0.6226 -6.5183
H 2.5793 0.8681 -6.9848
H 1.8503 0.2337 -4.0704
H 1.9986 1.8862 -4.7077
H 3.3872 0.7732 -4.7113
H 1.7286 -1.8499 -8.7654
H 2.1934 -3.5068 -9.1600
H 3.9788 -1.5313 -7.6219
H 4.2173 -2.1398 -9.2481
H 4.3330 -3.2283 -7.8400

Forces on the atoms, in the same order (eV/Å):
C -0.9 -1.1 0.0
C -5.6 0.7 -0.8
O 7.4 0.0 3.2
N -2.0 -0.5 1.5
C -1.2 -1.5 1.5
N -1.1 -0.1 -3.3
C 3.9 1.8 -6.6
O -5.8 -0.3 6.6
O 2.4 1.2 1.8
H -1.8 0.9 -1.7
H 2.1 0.7 -1.4
H 0.4 -2.3 0.2
H -1.5 1.5 1.1
H -0.3 1.0 -2.3
H 2.6 0.4 0.1
H 0.0 -1.3 -0.3
H 1.1 -1.0 0.7
C -0.2 -0.1 -0.1
C -0.3 -0.2 0.1
O -0.9 0.5 -0.2
P 5.9 -7.2 2.1
O -3.3 2.8 -2.0
O -0.7 1.2 -1.0
C 0.4 -0.2 0.4
C 0.3 0.2 0.1
O -0.8 2.6 1.6
C 0.3 0.4 -0.9
C 0.4 -0.2 0.4
H -0.1 0.0 0.0
H 0.1 0.1 0.0
H 0.0 0.0 0.1
H 0.0 0.0 0.0
H 0.2 0.1 0.0
H -0.1 -0.2 0.1
H -0.1 -0.1 -0.2
H 0.0 0.2 -0.1
H -0.3 -0.4 -0.4
H 0.1 0.0 -0.1
H 0.1 -0.2 -0.1
H 0.0 0.1 0.2
H -0.3 0.2 -0.1
H -0.3 0.0 -0.1
H -0.1 0.2 -0.2
C 0.0 -0.2 0.0
C -0.1 -0.4 0.3
O -0.8 -0.6 -0.4
P 7.6 2.3 5.2
O -3.1 -2.2 -3.0
O -0.8 -0.2 -1.4
C 0.0 0.3 0.3
C 0.0 0.3 0.1
O -2.9 1.1 -0.1
C 0.2 0.1 -1.0
C 0.2 0.3 0.4
H -0.1 -0.1 0.0
H 0.0 0.1 0.0
H -0.1 0.1 0.1
H 0.0 0.0 0.0
H 0.0 0.2 -0.1
H 0.1 -0.1 0.2
H 0.1 -0.2 0.0
H -0.2 0.0 -0.2
H 0.1 -0.3 -0.1
H 0.0 0.0 0.0
H 0.2 -0.1 0.0
H -0.1 0.1 0.1
H -0.3 -0.2 -0.2
H -0.1 -0.2 -0.1
H -0.1 -0.1 -0.2

Computed properties:
* total charge: 0
* gap between HOMO and LUMO: 0.2675 Ha

Löwdin atomic charges, in units of e: -0.037, -0.264, -0.017, -0.225, -0.068, 0.034, -0.270, -0.026, -0.012, 0.087, 0.097, 0.086, 0.118, 0.105, 0.114, 0.161, 0.144, -0.094, -0.310, -0.233, 0.753, -0.247, -0.272, -0.283, -0.074, -0.228, -0.289, -0.063, 0.063, 0.077, 0.081, 0.108, 0.119, 0.102, 0.116, 0.069, 0.048, 0.080, 0.112, 0.115, 0.068, 0.070, 0.084, -0.092, -0.308, -0.233, 0.757, -0.247, -0.274, -0.292, -0.072, -0.227, -0.291, -0.069, 0.064, 0.079, 0.081, 0.108, 0.120, 0.103, 0.115, 0.066, 0.083, 0.075, 0.112, 0.115, 0.066, 0.078, 0.083